{"formula": "C4H10NO", "method": "wB97M-V/def2-TZVPD", "species": ["C", "C", "C", "C", "O", "N", "H", "H", "H", "H", "H", "H", "H", "H", "H", "H"], "coordinates": [[0.485, -1.032, 1.104], [0.040, 0.029, 0.217], [0.648, 0.102, -1.094], [2.158, 0.564, -0.928], [2.867, 0.543, -1.861], [-2.861, 0.289, 0.235], [0.453, -0.715, 2.140], [-0.121, -1.938, 0.958], [1.487, -1.350, 0.799], [-0.304, 0.993, 0.586], [0.653, -0.814, -1.677], [0.206, 0.863, -1.734], [2.532, 0.943, 0.038], [-3.693, 0.817, 0.440], [-2.162, 0.841, -0.241], [-2.387, -0.137, 1.019]], "lowdin_charge": [0.0024, 0.0239, -0.0839, -0.1859, 0.1799, 0.0462, 0.1143, 0.1501, 0.1249, 0.1438, 0.1581, 0.1441, 0.1563, 0.0389, -0.0165, 0.0034], "total_charge": 1, "orbital_gap_ev": 6.47}

{"formula": "C27H48Br12ClFO4", "method": "wB97M-V/def2-TZVPD", "species": ["C", "C", "O", "O", "C", "C", "C", "C", "O", "C", "C", "C", "C", "Cl", "C", "O", "C", "C", "Br", "C", "C", "Br", "C", "C", "F", "H", "H", "H", "H", "H", "H", "H", "H", "H", "H", "H", "H", "H", "H", "H", "H", "H", "H", "H", "H", "H", "H", "H", "H", "H", "H", "H", "H", "Br", "C", "C", "Br", "H", "H", "H", "H", "Br", "C", "C", "Br", "H", "H", "H", "H", "Br", "C", "C", "Br", "H", "H", "H", "H", "Br", "C", "C", "Br", "H", "H", "H", "H", "Br", "C", "C", "Br", "H", "H", "H", "H"], "coordinates": [[4.761, 1.870, 0.381], [4.782, 1.215, 1.910], [6.017, 0.857, 2.360], [3.562, 1.021, 2.728], [3.352, -0.404, 3.054], [1.937, -1.015, 2.441], [1.500, -0.320, 1.015], [0.076, -0.912, 0.419], [-0.274, -0.140, -0.782], [-0.636, -0.996, -1.920], [-1.973, -1.941, -1.665], [-3.112, -1.256, -0.708], [-4.611, -1.905, -0.829], [-4.711, -3.492, -1.779], [0.582, -1.983, -2.450], [1.513, -1.337, -3.392], [2.901, -1.354, -2.908], [3.600, -2.838, -2.848], [3.440, -4.087, -4.436], [4.381, -3.357, -1.655], [5.070, -4.861, -1.597], [4.690, -2.210, 0.001], [-1.080, 0.052, -3.147], [-0.178, 1.424, -3.181], [-1.204, -0.635, -4.467], [4.299, 2.948, 0.345], [4.128, 1.193, -0.368], [5.868, 1.894, -0.054], [3.334, -0.509, 4.234], [4.272, -1.064, 2.696], [2.077, -2.176, 2.368], [1.103, -0.753, 3.229], [1.474, 0.866, 1.153], [2.303, -0.501, 0.157], [0.054, -2.075, 0.291], [-0.745, -0.654, 1.245], [-2.389, -2.186, -2.757], [-1.559, -2.980, -1.263], [-3.095, -0.070, -0.833], [-2.755, -1.439, 0.417], [-4.985, -2.123, 0.281], [-5.323, -1.045, -1.229], [0.038, -2.845, -3.071], [1.137, -2.554, -1.568], [2.952, -0.745, -1.910], [3.534, -0.727, -3.703], [4.464, -5.682, -2.180], [6.190, -4.756, -1.923], [5.071, -5.212, -0.456], [-2.188, 0.395, -2.866], [-0.273, 1.912, -4.266], [-0.600, 2.222, -2.407], [0.944, 1.217, -2.914], [-7.648, -2.824, 2.373], [-7.079, -4.339, 1.284], [-6.505, -5.443, 2.140], [-4.694, -5.014, 2.726], [-6.374, -3.952, 0.543], [-7.985, -4.678, 0.774], [-6.405, -6.366, 1.562], [-7.092, -5.645, 3.040], [-3.760, 2.762, -2.240], [-4.068, 3.686, -3.930], [-2.905, 3.501, -4.875], [-1.400, 4.638, -4.375], [-4.270, 4.734, -3.689], [-4.975, 3.232, -4.341], [-3.175, 3.817, -5.887], [-2.531, 2.474, -4.908], [2.714, 4.436, -2.689], [4.512, 5.192, -2.661], [4.608, 6.341, -1.685], [3.795, 7.957, -2.414], [4.756, 5.475, -3.689], [5.162, 4.368, -2.353], [5.653, 6.606, -1.502], [4.116, 6.140, -0.729], [4.868, 3.027, 6.427], [5.175, 1.130, 6.764], [6.178, 0.557, 5.791], [5.370, 0.252, 4.042], [4.200, 0.637, 6.724], [5.559, 1.083, 7.787], [6.518, -0.428, 6.123], [7.047, 1.202, 5.633], [-8.899, -0.246, 4.704], [-8.595, 1.516, 3.925], [-7.317, 1.544, 3.120], [-5.752, 1.639, 4.281], [-8.605, 2.235, 4.749], [-9.460, 1.695, 3.281], [-7.268, 2.447, 2.504], [-7.187, 0.666, 2.481]], "lowdin_charge": [-0.0076, -0.3155, -0.3455, -0.2044, -0.3976, -0.1446, -0.1644, -0.1885, -0.1552, -0.3328, -0.1675, -0.2179, -0.5351, 0.4827, -0.1071, -0.2081, -0.2212, -0.5494, 0.6261, -0.5923, -0.1749, 0.6574, -0.1990, -0.0816, -0.0920, 0.0840, 0.0812, 0.1074, 0.0886, 0.0530, 0.1197, 0.1226, 0.1396, 0.0562, 0.1344, 0.1348, 0.1203, 0.1264, 0.1055, 0.1134, 0.0715, 0.0990, 0.1538, 0.1425, 0.0923, 0.1530, 0.0648, 0.0923, 0.0813, 0.0978, 0.0712, 0.0737, 0.0776, 0.5861, -0.6937, -0.6892, 0.5916, -0.0033, 0.0616, 0.0589, 0.0532, 0.6390, -0.6742, -0.6744, 0.6236, 0.0540, 0.0593, 0.0605, 0.0432, 0.5919, -0.6992, -0.7029, 0.6024, 0.0542, 0.0501, 0.0581, 0.0509, 0.5903, -0.6912, -0.5749, 1.1457, 0.0489, 0.0491, 0.0544, 0.0551, 0.5812, -0.6891, -0.6969, 0.5963, 0.0530, 0.0582, 0.0580, 0.0380], "orbital_gap_ev": 6.11}

{"formula": "C30H24NO2", "method": "wB97M-V/def2-TZVPD", "species": ["C", "O", "C", "C", "C", "C", "C", "C", "C", "C", "C", "C", "C", "C", "C", "C", "C", "C", "C", "C", "C", "H", "H", "H", "H", "H", "H", "H", "H", "H", "H", "H", "H", "H", "H", "H", "C", "O", "C", "C", "C", "C", "C", "C", "N", "C", "C", "C", "H", "H", "H", "H", "H", "H", "H", "H", "H"], "coordinates": [[6.512, -0.503, -2.939], [5.788, 0.466, -2.152], [4.475, 0.313, -1.847], [3.858, 1.401, -1.181], [2.537, 1.319, -0.779], [1.760, 0.170, -1.058], [0.321, 0.062, -0.569], [-0.420, -1.202, -1.031], [-1.578, -0.850, -1.740], [-2.505, -1.793, -2.168], [-2.181, -3.140, -2.025], [-0.940, -3.490, -1.473], [-0.060, -2.531, -0.925], [-1.637, 0.609, -1.873], [-0.499, 1.159, -1.254], [-0.168, 2.471, -1.515], [-1.131, 3.284, -2.140], [-2.383, 2.776, -2.529], [-2.637, 1.398, -2.439], [2.353, -0.832, -1.825], [3.698, -0.814, -2.179], [7.504, -0.059, -3.022], [6.573, -1.470, -2.427], [6.072, -0.624, -3.937], [4.477, 2.275, -0.964], [2.156, 2.159, -0.199], [-3.405, -1.445, -2.667], [-2.869, -3.907, -2.390], [-0.651, -4.539, -1.451], [0.870, -2.847, -0.434], [0.785, 2.906, -1.237], [-0.905, 4.341, -2.301], [-3.140, 3.430, -2.976], [-3.537, 0.914, -2.833], [1.782, -1.703, -2.118], [4.137, -1.677, -2.695], [-4.404, -0.211, 5.489], [-4.455, -0.111, 4.046], [-3.301, -0.016, 3.345], [-2.021, 0.092, 3.892], [-0.873, 0.203, 3.080], [-0.935, 0.186, 1.632], [-2.263, 0.154, 1.144], [-3.403, 0.044, 1.932], [0.276, 0.178, 0.893], [1.429, 0.170, 1.627], [1.491, 0.389, 3.004], [0.349, 0.341, 3.759], [-5.454, -0.352, 5.769], [-3.804, -1.078, 5.813], [-4.014, 0.716, 5.938], [-1.892, 0.116, 4.968], [-2.513, 0.211, 0.105], [-4.404, 0.017, 1.484], [2.359, -0.018, 1.077], [2.472, 0.533, 3.447], [0.348, 0.409, 4.845]], "lowdin_charge": [-0.0465, -0.0859, -0.2581, 0.0250, -0.0700, -0.1690, -0.2200, -0.1129, -0.1393, 0.0020, -0.0515, -0.0511, -0.0228, -0.1518, -0.0906, 0.0022, -0.0483, -0.0520, 0.0010, -0.0076, 0.0139, 0.0960, 0.0954, 0.0991, 0.1310, 0.1154, 0.1167, 0.1154, 0.1087, 0.1283, 0.0973, 0.1118, 0.1135, 0.1198, 0.1048, 0.1188, -0.0398, -0.0677, -0.2519, 0.0441, -0.1276, -0.0373, 0.0391, 0.0672, 0.1182, 0.0307, -0.0043, 0.0316, 0.1007, 0.1023, 0.1016, 0.1149, 0.0910, 0.1421, 0.1429, 0.1260, 0.1375], "total_charge": 1, "orbital_gap_ev": 6.90}

{"formula": "C22H28CsO2PS4", "method": "wB97M-V/def2-TZVPD", "species": ["Cs", "C", "C", "S", "C", "C", "S", "C", "C", "S", "C", "C", "S", "H", "H", "H", "H", "H", "H", "H", "H", "H", "H", "H", "H", "H", "H", "H", "H", "O", "C", "O", "C", "P", "C", "C", "C", "C", "C", "C", "C", "C", "C", "C", "C", "C", "H", "H", "H", "H", "H", "H", "H", "H", "H", "H", "H", "H"], "coordinates": [[-1.320, -1.581, -0.108], [-4.464, -1.083, 3.013], [-3.544, -0.047, 3.648], [-1.791, -0.387, 3.299], [-1.054, 1.247, 3.581], [-1.405, 2.339, 2.578], [-0.724, 1.979, 0.934], [-1.518, 3.251, -0.083], [-3.038, 3.321, -0.056], [-3.881, 1.802, -0.596], [-5.096, 1.628, 0.751], [-5.696, 0.231, 0.813], [-4.560, -1.128, 1.202], [-5.477, -0.941, 3.394], [-4.146, -2.088, 3.295], [-3.695, -0.074, 4.729], [-3.793, 0.954, 3.301], [0.020, 1.056, 3.583], [-1.333, 1.585, 4.581], [-0.995, 3.285, 2.937], [-2.488, 2.444, 2.507], [-1.159, 3.032, -1.089], [-1.132, 4.233, 0.201], [-3.350, 4.135, -0.713], [-3.396, 3.562, 0.944], [-5.904, 2.346, 0.591], [-4.602, 1.876, 1.690], [-6.125, -0.031, -0.155], [-6.503, 0.219, 1.548], [-0.040, -3.954, -1.274], [0.671, -3.661, -0.289], [0.255, -3.517, 0.883], [2.113, -3.177, -0.605], [2.286, -1.347, -0.645], [4.096, -1.118, -0.514], [4.580, -0.307, 0.507], [5.945, -0.097, 0.655], [6.836, -0.700, -0.219], [6.360, -1.513, -1.239], [4.999, -1.722, -1.388], [2.028, -0.931, -2.410], [1.211, -1.682, -3.255], [0.963, -1.255, -4.554], [1.519, -0.077, -5.026], [2.333, 0.679, -4.191], [2.579, 0.260, -2.895], [2.461, -3.628, -1.536], [2.780, -3.484, 0.205], [3.878, 0.161, 1.187], [6.309, 0.538, 1.452], [7.900, -0.537, -0.107], [7.056, -1.984, -1.922], [4.628, -2.348, -2.191], [0.769, -2.610, -2.904], [0.333, -1.855, -5.199], [1.325, 0.248, -6.040], [2.778, 1.597, -4.554], [3.218, 0.856, -2.253]], "lowdin_charge": [1.0102, -0.5344, -0.5225, 0.8237, -0.5390, -0.5306, 0.8089, -0.5412, -0.5360, 0.8524, -0.5355, -0.5381, 0.7831, 0.0799, 0.0740, 0.0822, 0.0489, 0.0740, 0.0820, 0.0870, 0.0440, 0.0734, 0.0795, 0.0751, 0.0620, 0.0830, 0.0443, 0.0716, 0.0816, -0.1598, -0.9355, -0.2562, -0.2755, 1.0258, -0.3981, -0.1082, -0.0907, -0.0920, -0.0830, -0.0856, -0.3829, -0.0890, -0.0832, -0.0985, -0.0928, -0.1059, 0.0850, 0.0871, 0.0929, 0.0999, 0.1001, 0.1021, 0.1112, 0.0843, 0.1037, 0.0982, 0.0997, 0.1032], "orbital_gap_ev": 7.77}